C42H109N7O16 | ωB97M-V/def2-TZVPD

Computed properties:
* structure (SMILES): COCCNCCOC.COCCNCCOC.COCCNCCOC.COCCNCCOC.COCCNCCOC.COCCNCCOC.COCCNCCOC.O.O
* Kohn-Sham gap: 8.99 eV
* highest occupied orbital energy: -8.35 eV
* ΔE to the lowest compared entry with this formula, charge and spin: 0.103 eV
* largest force on an atom: 0.0387 hartree/bohr
* E_LUMO: 0.64 eV
* electronic energy: -88503.08920 eV
* molar mass: 968.367 g mol⁻¹

Structure (ORCA input):
```
! RIJCOSX wB97M-V def2-TZVPD def2/J DEFGRID3
* xyz 0 1
C -19.98 -10.84 -12.62
O -18.80 -10.58 -13.37
C -18.68 -11.29 -14.58
C -17.35 -10.93 -15.21
N -16.21 -11.27 -14.35
C -14.97 -10.62 -14.74
C -14.94 -9.12 -14.39
O -13.65 -8.63 -14.61
C -13.55 -7.23 -14.52
H -20.34 -11.87 -12.60
H -20.79 -10.15 -12.85
H -19.64 -10.67 -11.59
H -19.52 -11.13 -15.26
H -18.73 -12.38 -14.37
H -17.29 -9.85 -15.36
H -17.34 -11.49 -16.15
H -16.47 -11.01 -13.40
H -14.88 -10.71 -15.82
H -14.09 -11.11 -14.33
H -15.30 -9.02 -13.36
H -15.64 -8.55 -15.02
H -13.88 -6.84 -15.49
H -12.54 -6.86 -14.36
H -14.16 -6.79 -13.72
C -20.37 -8.52 -21.29
O -20.11 -9.83 -21.71
C -21.19 -10.70 -21.40
C -21.09 -11.89 -22.32
N -21.21 -11.43 -23.70
C -21.04 -12.45 -24.72
C -22.20 -13.43 -24.78
O -22.04 -14.54 -23.93
C -23.20 -15.32 -23.86
H -21.21 -8.06 -21.81
H -19.46 -7.94 -21.45
H -20.58 -8.35 -20.22
H -22.14 -10.20 -21.62
H -21.14 -10.92 -20.33
H -21.88 -12.60 -22.10
H -20.13 -12.42 -22.24
H -20.51 -10.72 -23.88
H -20.09 -13.00 -24.77
H -21.09 -11.90 -25.66
H -22.35 -13.78 -25.82
H -23.16 -12.93 -24.62
H -23.07 -16.19 -23.22
H -23.57 -15.64 -24.84
H -24.00 -14.73 -23.38
C -26.58 -3.67 -19.89
O -25.72 -4.62 -20.47
C -26.38 -5.47 -21.39
C -25.58 -6.72 -21.71
N -25.46 -7.57 -20.52
C -24.34 -8.50 -20.68
C -24.09 -9.24 -19.39
O -23.42 -8.40 -18.48
C -23.14 -9.03 -17.25
H -26.01 -2.98 -19.28
H -27.31 -4.21 -19.27
H -27.15 -3.10 -20.63
H -26.45 -4.88 -22.32
H -27.38 -5.73 -21.04
H -24.60 -6.42 -22.08
H -26.11 -7.26 -22.49
H -25.22 -7.01 -19.70
H -23.37 -8.05 -20.92
H -24.53 -9.20 -21.50
H -23.49 -10.15 -19.55
H -25.01 -9.66 -18.98
H -24.03 -9.54 -16.87
H -22.80 -8.27 -16.54
H -22.31 -9.74 -17.39
C -19.80 -7.95 -14.95
O -19.20 -6.72 -15.20
C -19.18 -5.80 -14.13
C -20.54 -5.13 -13.92
N -20.86 -4.30 -15.07
C -22.20 -3.71 -14.97
C -22.50 -2.92 -16.22
O -22.62 -3.78 -17.32
C -23.13 -3.13 -18.45
H -19.18 -8.54 -14.26
H -19.86 -8.58 -15.84
H -20.79 -7.94 -14.48
H -18.37 -5.08 -14.25
H -18.95 -6.35 -13.20
H -20.47 -4.48 -13.04
H -21.30 -5.88 -13.67
H -20.77 -4.83 -15.93
H -22.26 -3.06 -14.10
H -22.94 -4.52 -14.83
H -21.82 -2.08 -16.36
H -23.48 -2.44 -16.04
H -22.47 -2.31 -18.77
H -24.12 -2.67 -18.32
H -23.23 -3.77 -19.33
C -15.13 -8.90 -23.25
O -15.85 -7.87 -22.57
C -15.85 -8.10 -21.17
C -16.48 -6.84 -20.52
N -16.05 -6.75 -19.12
C -16.76 -5.65 -18.45
C -18.23 -5.87 -18.16
O -19.08 -5.65 -19.27
C -20.44 -5.71 -18.85
H -14.86 -8.46 -24.20
H -15.75 -9.80 -23.35
H -14.26 -9.22 -22.67
H -14.83 -8.19 -20.79
H -16.46 -8.95 -20.87
H -17.55 -6.94 -20.65
H -16.20 -5.95 -21.09
H -15.08 -6.46 -19.15
H -16.63 -4.74 -19.06
H -16.23 -5.31 -17.55
H -18.50 -5.25 -17.30
H -18.35 -6.91 -17.82
H -20.62 -6.64 -18.30
H -21.02 -5.64 -19.76
H -20.68 -4.85 -18.22
C -20.99 -13.28 -17.63
O -21.80 -14.26 -18.22
C -22.18 -13.92 -19.55
C -22.88 -15.14 -20.12
N -24.19 -15.36 -19.45
C -25.13 -16.03 -20.33
C -24.78 -17.46 -20.72
O -24.45 -18.15 -19.52
C -24.09 -19.48 -19.71
H -21.52 -12.34 -17.47
H -20.08 -13.07 -18.21
H -20.61 -13.69 -16.69
H -21.25 -13.89 -20.15
H -22.71 -12.97 -19.55
H -22.28 -16.03 -19.95
H -22.96 -14.96 -21.20
H -23.95 -15.96 -18.67
H -25.29 -15.43 -21.22
H -26.12 -16.05 -19.86
H -23.91 -17.45 -21.39
H -25.66 -17.93 -21.17
H -23.96 -19.97 -18.75
H -23.11 -19.61 -20.20
H -24.78 -20.07 -20.32
C -17.02 -17.33 -14.08
O -16.28 -16.41 -14.85
C -17.10 -15.37 -15.34
C -16.37 -14.30 -16.10
N -15.86 -14.82 -17.36
C -15.61 -13.82 -18.38
C -16.93 -13.19 -18.85
O -16.71 -12.69 -20.15
C -17.88 -12.19 -20.73
H -16.26 -17.97 -13.66
H -17.80 -17.86 -14.64
H -17.57 -16.82 -13.28
H -17.68 -14.89 -14.53
H -17.92 -15.81 -15.93
H -15.61 -13.78 -15.51
H -17.15 -13.58 -16.36
H -15.09 -15.45 -17.20
H -15.11 -14.22 -19.26
H -14.93 -13.03 -18.02
H -17.26 -12.36 -18.20
H -17.70 -13.97 -18.85
H -17.74 -11.75 -21.72
H -18.31 -11.40 -20.09
H -18.64 -12.99 -20.78
O -17.02 -9.26 -18.15
H -16.15 -9.67 -18.11
H -16.84 -8.34 -18.47
O -19.72 -10.05 -17.79
H -19.87 -9.83 -18.72
H -18.81 -9.77 -17.62
*
```

---

C42H109N7O16 | ωB97M-V/def2-TZVPD

Computed properties:
* structure (SMILES): COCCNCCOC.COCCNCCOC.COCCNCCOC.COCCNCCOC.COCCNCCOC.COCCNCCOC.COCCNCCOC.O.O
* Kohn-Sham gap: 8.66 eV
* highest occupied orbital energy: -8.32 eV
* ΔE to the lowest compared entry with this formula, charge and spin: 8.281 eV
* largest force on an atom: 0.0882 hartree/bohr
* E_LUMO: 0.33 eV
* electronic energy: -88494.91129 eV
* molar mass: 968.367 g mol⁻¹

Structure (ORCA input):
```
! RIJCOSX wB97M-V def2-TZVPD def2/J DEFGRID3
* xyz 0 1
O 6.58 23.03 -11.54
H 5.86 23.10 -10.90
H 6.65 22.10 -11.72
O 9.84 15.99 -17.08
H 10.68 15.64 -17.37
H 9.72 15.65 -16.20
C 4.89 15.81 -16.06
O 5.17 14.60 -15.35
C 5.54 13.61 -16.40
C 5.82 12.28 -15.63
N 7.01 12.47 -14.81
C 7.33 11.29 -13.91
C 8.84 11.33 -13.47
O 9.09 12.23 -12.39
C 10.32 12.20 -11.69
H 5.86 16.20 -16.37
H 4.29 16.53 -15.51
H 4.38 15.70 -17.02
H 6.52 13.82 -16.83
H 4.85 13.53 -17.24
H 5.94 11.55 -16.43
H 4.94 12.11 -15.02
H 6.72 13.27 -14.27
H 7.16 10.30 -14.33
H 6.66 11.47 -13.07
H 9.40 11.76 -14.29
H 9.35 10.42 -13.15
H 10.44 13.18 -11.22
H 11.20 11.95 -12.28
H 10.24 11.47 -10.89
C -0.41 10.77 -15.58
O -0.36 9.84 -16.68
C -1.51 8.99 -16.84
C -1.46 7.97 -18.02
N -0.70 6.78 -17.67
C 0.48 6.86 -16.93
C 1.70 6.90 -17.88
O 1.61 5.78 -18.78
C 2.80 5.71 -19.54
H 0.29 11.59 -15.74
H -0.26 10.21 -14.65
H -1.38 11.23 -15.37
H -2.28 9.74 -17.05
H -1.66 8.41 -15.94
H -1.19 8.59 -18.88
H -2.46 7.70 -18.35
H -0.40 6.33 -18.52
H 0.56 5.91 -16.41
H 0.49 7.64 -16.17
H 2.58 6.82 -17.24
H 1.65 7.86 -18.38
H 3.66 5.44 -18.92
H 2.81 6.52 -20.27
H 2.75 4.87 -20.24
C -7.85 17.74 -20.01
O -8.14 16.62 -19.21
C -9.55 16.55 -18.91
C -9.69 15.33 -17.97
N -9.29 15.72 -16.57
C -8.93 14.58 -15.66
C -7.71 13.75 -15.94
O -6.59 14.51 -15.41
C -5.94 15.49 -16.20
H -8.06 18.67 -19.49
H -8.28 17.60 -21.00
H -6.77 17.80 -20.02
H -10.06 16.25 -19.83
H -9.89 17.55 -18.64
H -9.27 14.39 -18.33
H -10.74 15.07 -18.10
H -8.36 16.10 -16.65
H -9.80 13.93 -15.68
H -8.89 14.96 -14.64
H -7.65 13.58 -17.01
H -7.95 12.81 -15.45
H -4.95 15.68 -15.78
H -6.50 16.42 -16.05
H -5.67 15.25 -17.23
C -0.12 0.29 -10.66
O 0.33 1.49 -10.03
C 1.78 1.63 -9.83
C 2.01 3.00 -10.64
N 1.42 4.14 -9.98
C 1.68 5.32 -10.78
C 1.50 6.53 -9.90
O 1.77 7.56 -10.74
C 2.16 8.84 -10.12
H 0.39 0.23 -11.62
H -1.16 0.23 -10.99
H -0.14 -0.62 -10.05
H 2.47 0.89 -10.23
H 1.99 1.65 -8.76
H 1.67 2.88 -11.67
H 3.09 3.07 -10.76
H 1.82 4.22 -9.06
H 1.04 5.27 -11.66
H 2.70 5.19 -11.13
H 2.29 6.54 -9.15
H 0.55 6.67 -9.40
H 1.41 9.25 -9.44
H 2.29 9.56 -10.93
H 3.03 8.68 -9.48
C 7.25 18.59 -3.59
O 7.16 19.86 -4.16
C 7.65 20.75 -3.16
C 7.58 22.26 -3.50
N 6.17 22.69 -3.52
C 5.89 23.97 -4.21
C 5.92 23.87 -5.77
O 4.81 23.09 -6.31
C 3.55 23.74 -6.26
H 6.45 18.66 -2.85
H 8.22 18.20 -3.29
H 6.90 17.84 -4.30
H 8.69 20.44 -3.02
H 7.13 20.61 -2.21
H 7.82 22.28 -4.56
H 8.28 22.85 -2.90
H 5.66 21.90 -3.88
H 6.61 24.73 -3.90
H 4.95 24.33 -3.77
H 6.85 23.36 -6.04
H 5.86 24.76 -6.40
H 2.86 22.96 -6.57
H 3.50 24.65 -6.87
H 3.26 23.90 -5.23
C -1.01 17.30 -10.06
O 0.34 17.64 -10.11
C 1.09 16.59 -10.75
C 2.59 16.95 -10.48
N 2.80 16.82 -9.05
C 4.07 17.48 -8.67
C 5.23 17.03 -9.53
O 5.34 17.91 -10.64
C 6.77 17.90 -10.99
H -1.45 17.05 -11.02
H -1.44 18.17 -9.56
H -1.31 16.42 -9.51
H 0.96 16.61 -11.83
H 0.82 15.64 -10.29
H 2.82 17.95 -10.85
H 3.22 16.25 -11.02
H 2.04 17.33 -8.62
H 4.28 17.32 -7.62
H 4.00 18.55 -8.87
H 5.24 15.96 -9.75
H 6.01 17.19 -8.78
H 7.01 18.62 -11.78
H 7.17 16.98 -11.41
H 7.53 18.21 -10.27
C 0.80 21.76 0.72
O 0.81 20.51 0.15
C -0.35 20.12 -0.56
C 0.09 19.08 -1.57
N -1.15 18.53 -2.15
C -0.87 17.60 -3.20
C 0.05 16.40 -2.91
O -0.68 15.44 -2.06
C -0.19 14.06 -1.96
H 0.69 22.58 0.02
H 1.72 21.90 1.30
H -0.12 21.76 1.30
H -0.92 20.92 -1.05
H -1.07 19.76 0.16
H 0.62 18.26 -1.09
H 0.74 19.49 -2.34
H -1.71 18.21 -1.38
H -0.46 18.08 -4.09
H -1.82 17.08 -3.35
H 0.81 16.53 -2.15
H 0.36 15.85 -3.80
H -0.70 13.80 -1.03
H 0.88 13.87 -1.96
H -0.61 13.46 -2.78
*
```